No. 1
Molecular formula: C15H19BrN5OS2Tb
Method: DFT, ωB97M-V/def2-TZVPD

```
44
Properties=species:S:1:pos:R:3:mulliken_spin:R:1
Tb 12.43 5.60 10.68 5.9758
N 15.85 8.51 9.31 -0.0008
C 14.86 7.62 9.43 0.0043
S 13.59 8.03 10.59 -0.0104
N 14.87 6.55 8.65 0.0005
N 13.91 5.62 8.86 0.0059
C 13.70 4.76 7.84 0.0016
C 12.70 3.77 7.92 0.0043
C 12.45 2.86 6.90 -0.0015
C 11.45 1.91 7.05 0.0008
C 10.67 1.93 8.21 -0.0011
C 10.84 2.96 9.13 0.0029
N 11.87 3.82 9.04 0.0100
H 16.03 9.22 10.01 0.0000
H 16.56 8.28 8.63 0.0000
H 14.36 4.86 6.97 -0.0004
H 13.08 2.97 5.97 -0.0001
H 11.32 1.10 6.32 0.0000
H 9.81 1.24 8.31 0.0000
H 10.17 3.16 10.00 -0.0013
C 17.63 3.26 12.05 -0.0001
C 16.32 3.83 12.51 0.0003
C 16.09 4.23 13.85 -0.0013
C 14.82 4.66 14.24 0.0001
C 13.79 4.69 13.30 -0.0109
Br 11.93 5.22 13.70 -0.0045
N 14.02 4.36 12.02 0.0189
C 15.26 3.91 11.64 -0.0055
H 18.33 3.12 12.91 0.0000
H 18.09 3.88 11.24 0.0000
H 17.41 2.28 11.61 0.0001
H 16.88 4.22 14.61 -0.0001
H 14.68 5.08 15.26 0.0004
H 15.29 3.53 10.62 -0.0025
C 8.65 7.77 11.56 0.0003
S 9.36 7.50 9.93 0.0013
C 10.25 9.03 9.64 0.0000
O 10.44 6.38 10.26 0.0130
H 9.45 7.80 12.31 0.0001
H 7.95 6.94 11.82 -0.0001
H 8.03 8.70 11.60 0.0000
H 9.73 9.89 10.11 0.0000
H 10.23 9.22 8.54 -0.0002
H 11.30 8.94 9.98 0.0003
```

Calculated values
Multiplicity: 7
<S²>: 12.674
Strongest force on any atom: 0.081 Eh/bohr
Energy above the lowest of the compared OMol25 structures with the same formula, charge and spin: 0.0 kJ/mol
Frontier orbital gap (spin up / spin down): 0.258 / 0.259 hartree
LUMO energy (spin up / spin down): -0.246 / -0.245 Eh
Total charge: +2

=====

No. 2
Molecular formula: C14H19BBrCaCl5FN2NaO7
Method: DFT, ωB97M-V/def2-TZVPD

```
52
Properties=species:S:1:pos:R:3:lowdin_charge:R:1
O 1.87 -5.23 -0.53 0.0253
C 2.61 -4.19 -0.63 -0.3175
O 3.98 -4.40 -1.04 -0.0630
O 4.21 -5.74 -0.92 -0.0537
C 1.94 -2.80 -0.33 -0.0793
C 2.63 -1.54 0.26 0.0390
C 1.85 -0.21 0.56 -0.1454
C 2.74 0.94 1.21 -0.0873
B 2.38 2.48 0.81 -0.5094
O 1.15 3.02 0.34 0.0390
O 3.48 3.45 0.99 0.0385
N 0.42 -0.19 0.25 0.0887
C -0.31 -1.35 -0.36 -0.0979
C -1.84 -1.25 -0.70 -0.1271
C -2.59 0.11 -1.00 -0.1147
C -4.09 -0.03 -1.37 -0.2830
N -4.94 -1.16 -1.44 -0.0306
C -4.31 -2.41 -1.16 -0.1237
C -2.81 -2.48 -0.82 -0.0310
C 0.41 -2.68 -0.67 0.0717
H 4.31 -5.99 0.04 0.1492
H 3.75 -1.63 0.50 0.1052
H 3.86 0.75 0.94 0.1141
H 2.65 0.86 2.38 0.0942
H 0.55 3.19 1.15 -0.0470
H 3.34 3.77 1.93 0.1032
H -0.15 0.64 0.44 0.1256
H -2.04 1.12 -0.95 0.0619
H -4.61 0.98 -1.61 0.1164
H -4.91 -3.39 -1.19 0.1056
H -2.37 -3.52 -0.62 0.0874
H -0.18 -3.54 -1.12 0.1121
C -1.14 5.18 2.81 -0.9200
Cl -0.62 3.50 2.59 0.6577
Cl -2.39 5.63 1.63 0.2234
H -1.55 5.29 3.83 -0.0231
H -0.28 5.84 2.69 0.0003
O 3.35 -6.47 -3.62 -0.0601
H 3.34 -6.04 -2.76 -0.0089
H 4.11 -6.08 -4.07 0.0347
Cl -3.08 3.37 0.64 -0.4344
C -3.93 -0.65 -5.12 -0.9626
Cl -5.69 -0.73 -4.92 0.5076
Cl -3.12 -0.45 -3.56 0.6988
H -3.59 -1.57 -5.59 0.0265
H -3.69 0.20 -5.76 0.0250
Na 4.59 1.51 3.00 0.7009
F -1.28 6.13 5.20 -0.6873
O 1.32 2.80 5.03 -0.5840
H 0.73 3.01 4.30 -0.1265
Ca -1.60 7.88 1.76 1.0216
Br 1.66 4.03 6.66 0.5442
```

Calculated values
Multiplicity: 1
Strongest force on any atom: 0.103 Eh/bohr
Frontier orbital gap: 0.051 hartree
LUMO energy: -0.118 Eh
Total charge: 0

=====

No. 3
Molecular formula: C4H5O3S
Method: DFT, ωB97M-V/def2-TZVPD

```
13
Properties=species:S:1:pos:R:3:lowdin_charge:R:1
C 0.63 1.05 0.60 -0.4952
C 0.48 0.01 -0.20 -0.5360
C 2.56 2.28 0.96 -0.5695
C -0.68 -0.93 -0.38 -0.1046
O 3.25 1.89 0.10 0.0629
O 2.29 3.01 1.85 0.0641
O 1.58 -0.27 -1.09 -0.0864
S -0.70 1.54 1.69 0.5993
H -0.53 -1.97 -0.61 0.0374
H -1.37 -0.97 0.53 0.0601
H -1.24 -0.46 -1.32 0.1104
H 2.25 0.43 -1.17 0.0568
H 0.14 2.02 2.59 -0.1992
```

Calculated values
Multiplicity: 1
Strongest force on any atom: 0.057 Eh/bohr
Energy above the lowest of the compared OMol25 structures with the same formula, charge and spin: 172.4 kJ/mol
Frontier orbital gap: 0.242 hartree
LUMO energy: 0.132 Eh
Total charge: -1

=====

No. 4
Molecular formula: C28H66NO13P
Method: DFT, ωB97M-V/def2-TZVPD

```
109
Properties=species:S:1:pos:R:3:lowdin_charge:R:1
H -0.52 -1.63 6.47 0.0237
N -0.67 -0.75 5.93 0.0284
C 0.34 -0.76 4.97 -0.2296
C 0.39 0.54 3.92 -0.4131
P 1.18 -0.06 2.28 0.8399
C 0.04 -1.53 1.72 -0.4342
O -1.33 -1.41 2.28 -0.3396
C -2.28 -0.87 1.29 -0.1323
H 1.16 -1.61 4.89 0.1125
H 0.96 1.42 4.45 0.0696
H -0.73 0.84 3.73 0.0814
H 1.11 0.93 1.23 -0.0967
H 0.05 -1.67 0.55 0.0987
H 0.52 -2.49 2.23 0.0886
H -3.21 -0.32 1.80 0.1117
H -1.78 -0.17 0.48 0.0980
H -2.73 -1.81 0.72 0.0999
C 0.53 9.29 2.65 -0.1051
O 0.36 7.93 3.01 -0.2024
C 0.25 7.08 1.87 -0.1927
C 0.32 5.61 2.28 -0.1599
O 1.67 5.15 2.46 -0.1700
C 2.31 5.57 3.66 -0.1614
C 1.83 4.80 4.89 -0.1862
O 0.62 5.36 5.39 -0.2040
C 0.00 4.53 6.37 -0.1018
H -0.31 9.64 2.04 0.0860
H 0.57 9.89 3.57 0.0894
H 1.47 9.42 2.11 0.0854
H 1.06 7.31 1.16 0.1042
H -0.72 7.28 1.39 0.1255
H -0.09 5.01 1.47 0.1235
H -0.28 5.41 3.17 0.1217
H 2.23 6.65 3.80 0.1238
H 3.37 5.35 3.52 0.1262
H 2.58 4.87 5.69 0.1255
H 1.67 3.75 4.63 0.1091
H -0.29 3.58 5.92 0.0810
H -0.90 5.04 6.73 0.0895
H 0.68 4.36 7.21 0.0870
C 0.99 -6.19 -0.64 -0.1003
O -0.11 -6.50 0.20 -0.2007
C -0.68 -5.32 0.78 -0.1946
C -2.01 -5.67 1.47 -0.1603
O -3.11 -5.70 0.56 -0.1393
C -3.18 -6.87 -0.27 -0.1776
C -3.70 -8.10 0.48 -0.1876
O -2.63 -8.72 1.20 -0.2062
C -3.10 -9.70 2.11 -0.1086
H 1.77 -5.67 -0.08 0.0876
H 1.40 -7.12 -1.03 0.0921
H 0.66 -5.57 -1.49 0.0707
H -0.85 -4.56 0.01 0.1162
H 0.03 -4.94 1.53 0.1147
H -2.24 -4.86 2.17 0.1257
H -1.94 -6.59 2.05 0.1221
H -2.23 -7.06 -0.77 0.1151
H -3.91 -6.62 -1.05 0.1016
H -4.09 -8.82 -0.23 0.1241
H -4.49 -7.80 1.18 0.1290
H -3.73 -9.24 2.88 0.0867
H -2.24 -10.17 2.59 0.0882
H -3.67 -10.48 1.58 0.0853
C -1.65 -4.63 -3.13 -0.1034
O -2.73 -4.75 -4.05 -0.1955
C -4.00 -4.77 -3.38 -0.1838
C -5.13 -4.64 -4.40 -0.1657
O -5.39 -3.28 -4.78 -0.1404
C -4.44 -2.70 -5.68 -0.1705
C -4.63 -3.19 -7.12 -0.1941
O -3.98 -4.45 -7.31 -0.2081
C -4.34 -5.06 -8.54 -0.1098
H -1.66 -5.46 -2.42 0.0687
H -0.72 -4.65 -3.69 0.0912
H -1.71 -3.68 -2.59 0.0882
H -4.05 -3.94 -2.66 0.1333
H -4.08 -5.72 -2.86 0.1023
H -6.05 -4.99 -3.93 0.1263
H -4.97 -5.27 -5.28 0.1206
H -3.42 -2.85 -5.33 0.1198
H -4.64 -1.63 -5.66 0.1249
H -4.18 -2.47 -7.81 0.1223
H -5.70 -3.29 -7.34 0.1273
H -5.41 -5.29 -8.55 0.0864
H -3.79 -5.99 -8.64 0.0879
H -4.09 -4.41 -9.38 0.0850
C 7.76 6.84 -2.82 -0.1100
O 6.74 6.03 -2.25 -0.2078
C 7.29 4.94 -1.49 -0.1944
C 6.19 4.25 -0.69 -0.1701
O 5.91 4.92 0.55 -0.1405
C 5.14 6.12 0.44 -0.1636
C 3.65 5.85 0.19 -0.1922
O 3.42 5.62 -1.20 -0.1982
C 2.11 5.11 -1.45 -0.0996
H 8.39 6.24 -3.49 0.0847
H 7.28 7.63 -3.41 0.0881
H 8.36 7.30 -2.04 0.0854
H 8.07 5.31 -0.82 0.1270
H 7.72 4.23 -2.20 0.1221
H 6.55 3.26 -0.40 0.1250
H 5.28 4.11 -1.27 0.1207
H 5.56 6.80 -0.31 0.1198
H 5.23 6.61 1.41 0.1233
H 3.07 6.72 0.49 0.1100
H 3.33 4.98 0.77 0.1170
H 1.99 4.13 -0.97 0.0877
H 1.99 5.00 -2.52 0.0877
H 1.36 5.81 -1.07 0.0795
```

Calculated values
Multiplicity: 1
SMILES: [H]/N=C/CPCOC.COCCOCCOC.COCCOCCOC.COCCOCCOC.COCCOCCOC
Strongest force on any atom: 0.129 Eh/bohr
Frontier orbital gap: 0.335 hartree
LUMO energy: 0.021 Eh
Total charge: 0

=====

No. 5
Molecular formula: C6H12O
Method: DFT, ωB97M-V/def2-TZVPD

```
19
Properties=species:S:1:pos:R:3:lowdin_charge:R:1
C -0.95 1.09 2.92 -0.0782
C -1.23 0.32 1.65 -0.3032
O -0.12 0.44 0.79 -0.1451
C -0.36 -0.14 -0.47 -0.2219
C 0.89 -0.10 -1.32 -0.2724
C 0.76 -0.74 -2.67 -0.1308
C 1.68 -1.33 -1.64 -0.1215
H -1.77 0.97 3.64 0.0751
H -0.02 0.73 3.39 0.0775
H -0.83 2.16 2.71 0.0769
H -2.14 0.71 1.16 0.1195
H -1.41 -0.75 1.87 0.1203
H -0.70 -1.18 -0.35 0.1315
H -1.18 0.41 -0.97 0.1309
H 1.45 0.83 -1.24 0.1422
H -0.17 -1.27 -2.86 0.1027
H 1.19 -0.25 -3.54 0.0978
H 1.40 -2.27 -1.16 0.1019
H 2.75 -1.19 -1.79 0.0970
```

Calculated values
Multiplicity: 1
SMILES: CCOCC1CC1
Strongest force on any atom: 0.006 Eh/bohr
Energy above the lowest of the compared OMol25 structures with the same formula, charge and spin: 146.1 kJ/mol
Frontier orbital gap: 0.400 hartree
LUMO energy: 0.044 Eh
Total charge: 0

=====

No. 6
Molecular formula: C3H10NO2
Method: DFT, ωB97M-V/def2-TZVPD

```
16
Properties=species:S:1:pos:R:3:lowdin_charge:R:1
C 1.34 1.87 -0.31 0.0001
C -2.28 -0.83 0.28 -0.1462
C 0.96 -0.45 -0.08 -0.1580
N 1.50 0.64 0.41 0.0635
O 0.82 -1.46 0.78 0.1199
O -1.32 0.10 -0.15 -0.1806
H 0.52 2.35 0.16 0.1091
H 2.24 2.35 -0.43 0.0873
H 0.99 1.60 -1.26 0.0862
H -1.82 -0.99 1.19 0.0539
H -1.94 -1.79 -0.07 0.0697
H -3.39 -0.85 0.32 0.1231
H 0.89 -0.66 -1.15 0.1712
H 2.04 0.64 1.28 0.1956
H -1.06 -0.23 -1.24 0.2177
H 0.52 -2.28 0.26 0.1874
```

Calculated values
Multiplicity: 1
Strongest force on any atom: 0.138 Eh/bohr
Energy above the lowest of the compared OMol25 structures with the same formula, charge and spin: 367.0 kJ/mol
Frontier orbital gap: 0.394 hartree
LUMO energy: -0.157 Eh
Total charge: +1